Entry from the OMol25 dataset: C24H45Cl3CoN3O4Si as an isolated structure at a distorted geometry (the ωB97M-V functional and the def2-TZVPD basis).

Cartesian coordinates (Å):
C  -2.43426  -1.19198  -3.54672
C  -1.37235  -1.32846  -2.49846
H  -3.31034  -1.82043  -3.30029
H  -2.04697  -1.54302  -4.53738
H  -2.79854  -0.15489  -3.62695
C  -0.42530  -2.27848  -2.53193
C  -0.29044  -3.25150  -3.63642
H  0.29591  -2.37360  -1.72178
H  0.04449  -2.77013  -4.57098
H  -1.25395  -3.74145  -3.84926
H  0.44231  -4.02594  -3.38173
Co  -1.66825  -0.46368  -6.22415
Cl  -3.12557  1.05262  -6.44341
Cl  0.77704  0.56041  -4.12854
H  0.90550  2.16252  2.78788
H  -0.02372  4.63086  3.14373
C  0.45994  2.22947  1.78339
C  -0.39045  4.53291  2.11080
N  -0.68042  3.14572  1.77871
H  0.13473  1.23349  1.46516
C  -1.95880  2.66708  1.89672
O  -2.29589  1.49702  1.73349
H  -1.30729  5.11712  1.99667
H  -2.68238  3.47183  2.13815
H  1.23439  2.58670  1.09191
H  0.38047  4.92184  1.43240
H  2.64464  -1.22389  -2.83678
H  2.45416  -2.95505  -0.76432
C  3.37907  -0.71634  -2.19895
C  3.20616  -2.28800  -0.32017
N  3.00922  -0.93000  -0.80727
H  3.37331  0.35060  -2.42977
C  2.97312  0.11851  0.08090
O  3.07055  1.30624  -0.21201
H  3.09686  -2.30136  0.76855
H  2.82289  -0.23174  1.12718
H  4.36822  -1.15173  -2.39627
H  4.20481  -2.65544  -0.60337
O  -0.35336  0.64159  -1.51524
C  -1.40981  -0.30802  -1.36782
C  -0.08347  -1.44539  0.44930
C  -1.30906  -0.98099  -0.01247
H  0.82993  -1.06186  -0.02628
C  -0.05296  -2.45033  1.42223
H  -2.37634  0.20947  -1.40396
C  -2.47203  -1.27641  0.70728
H  0.90357  -2.89868  1.70134
C  -1.23521  -2.90647  2.00402
C  -2.44119  -2.26975  1.68600
H  -3.38038  -0.73828  0.44834
H  -1.21533  -3.74277  2.71685
H  -3.35365  -2.56707  2.20248
Si  -0.12987  1.84224  -2.59498
Cl  -0.36693  -1.77812  -7.04982
C  1.38315  2.89233  -2.18870
C  -1.42131  2.95936  -1.54587
C  -1.16954  2.62971  -4.04106
H  1.49900  3.09180  -1.11876
H  1.31303  3.85718  -2.71057
H  2.30358  2.39804  -2.51480
H  -0.64651  2.61390  -5.01106
H  -1.43930  3.68013  -3.86414
H  -2.10629  2.07414  -4.17168
H  -1.09018  3.02766  -0.49946
H  -2.42393  2.50674  -1.52254
H  -1.53019  3.99056  -1.91022
C  -0.16750  -1.54331  5.99682
N  0.16939  -0.88112  4.74776
C  -0.85433  -0.10633  4.08376
C  1.39450  -0.95049  4.16027
C  2.44684  -1.71635  4.91546
O  1.60053  -0.42486  3.04930
H  -1.15851  -1.20001  6.30647
H  0.55966  -1.29623  6.78099
H  -0.19261  -2.63837  5.88710
H  -0.64770  0.96788  4.17660
H  -0.91401  -0.35065  3.01803
H  -1.81441  -0.32004  4.55810
H  2.15130  -2.77011  5.02229
H  3.37787  -1.66292  4.34704
H  2.61067  -1.28564  5.91286

## Properties
- Total energy: -4459.700542 Eh
- F_max: 0.100 hartree/bohr
- Gap between HOMO and LUMO (spin up / spin down): 0.220 / 0.196 Eh
- Relative energy (zero: lowest compared OMol25 entry of this formula, charge and spin): 206.9 kJ/mol
- Spin multiplicity: 4
- LUMO (spin up / spin down): 2.17 / 1.51 eV
- HOMO level (spin up / spin down): -3.83 / -3.82 eV
- Total charge: -1

Löwdin population analysis, charges in e, atoms 1 to 6: atom 1 (C): -0.063, atom 2 (C): -0.247, atom 3 (H): 0.106, atom 4 (H): 0.009, atom 5 (H): 0.065, atom 6 (C): -0.118



Entry from the OMol25 dataset: one molecule with the formula C3H8N2S2 at a distorted geometry (the ωB97M-V functional and the def2-TZVPD basis).

Cartesian coordinates (Å):
N  -1.96397  -0.66418  -1.68787
C  -1.37545  0.54183  -2.00230
C  -0.63738  1.28959  -0.82955
S  0.97693  0.36248  -0.76507
C  0.89736  -0.17225  0.93623
N  2.04554  -0.54764  1.42211
S  -0.42785  -0.57426  1.90142
H  -2.86972  -0.70799  -0.96197
H  -1.01770  -1.13493  -1.05485
H  -2.14774  1.23764  -2.49306
H  -0.30316  0.39370  -2.77776
H  -1.10368  1.12431  0.31473
H  -0.13587  2.17507  -1.16541
H  2.83886  -0.42470  0.80438
H  2.07557  -0.74681  2.38631

## Properties
- Total energy: -1024.883362 Eh
- F_max: 0.123 hartree/bohr
- Gap between HOMO and LUMO: 0.328 Eh
- Relative energy (zero: lowest compared OMol25 entry of this formula, charge and spin): 308.7 kJ/mol
- LUMO: 0.44 eV
- HOMO level: -8.49 eV
- Total charge: 0

Löwdin population analysis, charges in e, atoms 1 to 6: atom 1 (N): -0.098, atom 2 (C): -0.510, atom 3 (C): -0.443, atom 4 (S): 0.863, atom 5 (C): -1.167, atom 6 (N): -0.018



Entry from the OMol25 dataset: C13H10N3NiO3 as an isolated structure at a distorted geometry (the ωB97M-V functional and the def2-TZVPD basis).

Cartesian coordinates (Å):
Ni  -0.89577  -1.25606  0.21980
O  2.39739  2.73308  -0.06032
C  3.19794  1.64530  -0.04541
C  4.57180  1.88616  -0.02480
C  5.46261  0.83014  0.01478
C  4.98966  -0.47777  0.03075
C  3.62729  -0.71354  0.00650
C  2.70657  0.32742  -0.02748
C  1.24552  0.02984  0.01869
O  0.94999  -1.18968  0.21373
N  0.39420  1.05316  -0.10033
N  -0.87279  0.57225  0.20616
C  -1.92418  0.96809  -0.44326
C  -3.09278  0.12360  -0.18908
C  -4.41462  0.54148  -0.32304
C  -5.41360  -0.37632  -0.05579
C  -5.06859  -1.67458  0.31541
C  -3.73088  -2.00905  0.42801
N  -2.75894  -1.13920  0.19601
H  1.46402  2.38849  -0.03841
H  4.92279  2.90978  -0.02973
H  6.52852  1.02370  0.04252
H  5.67691  -1.31291  0.07232
H  3.25740  -1.72977  0.03524
H  -1.95570  1.79339  -1.14713
H  -4.64323  1.56054  -0.60370
H  -6.45561  -0.08934  -0.13107
H  -5.82648  -2.41827  0.51672
H  -3.38293  -2.99934  0.70348
O  -0.95652  -3.00059  0.19941

## Properties
- Total energy: -2399.653099 Eh
- F_max: 0.081 hartree/bohr
- Gap between HOMO and LUMO (spin up / spin down): 0.193 / 0.193 Eh
- Relative energy (zero: lowest compared OMol25 entry of this formula, charge and spin): 58.1 kJ/mol
- LUMO (spin up / spin down): 2.62 / 2.62 eV
- HOMO level (spin up / spin down): -2.63 / -2.62 eV
- Total charge: -1

Löwdin population analysis, charges in e, atoms 1 to 6: atom 1 (Ni): 0.363, atom 2 (O): 0.027, atom 3 (C): -0.278, atom 4 (C): -0.036, atom 5 (C): -0.108, atom 6 (C): -0.109



Entry from the OMol25 dataset: C7H11N5OSSn as an isolated structure at a distorted geometry (the ωB97M-V functional and the def2-TZVPD basis).

Cartesian coordinates (Å):
Sn  -1.49667  0.45828  1.92224
N  -2.96306  -1.04239  0.55138
N  -4.11706  -0.59970  -0.18358
C  -4.17443  0.71657  -0.25043
N  -4.95626  1.35815  -0.90797
S  -3.15732  1.91082  0.52614
H  -2.07497  -1.93823  0.29492
H  -3.54697  -1.76397  0.86306
H  -4.61977  -1.32848  -0.66593
H  -5.86728  0.26945  -1.06965
H  -5.16660  2.20302  -0.68492
N  5.31695  -0.76096  -0.55176
C  4.28996  0.24365  -0.73815
O  4.76040  0.82132  -1.60486
C  3.04405  -0.24908  -0.38422
C  2.55207  -0.55005  0.93447
C  1.33400  -0.49463  1.37712
N  0.32596  0.14902  1.12779
C  0.93419  1.14493  -0.19673
C  2.17354  0.85729  -0.87072
H  6.03257  -0.50240  -0.87372
H  4.98602  -1.25793  0.06193
H  2.81051  -1.51309  1.08599
H  1.11658  -1.24274  2.24043
H  -0.02287  1.66057  -0.46660
H  2.48645  1.45057  -1.53622

## Properties
- Total energy: -1233.663673 Eh
- F_max: 0.294 hartree/bohr
- Gap between HOMO and LUMO: 0.223 Eh
- LUMO: -9.08 eV
- HOMO level: -15.14 eV
- Total charge: +2

Löwdin population analysis, charges in e, atoms 1 to 6: atom 1 (Sn): 1.116, atom 2 (N): -0.126, atom 3 (N): -0.010, atom 4 (C): -0.872, atom 5 (N): 0.158, atom 6 (S): 0.626



Across the entries above, molecular weight takes the values 633.0; 136.2; 314.9; 332.0 g mol⁻¹, respectively.